1.
Below is a 2-piece molecular cluster, C8H13N3O2 overall, with properties calculated with the ωB97M-V functional and the def2-TZVPD basis.

Output
LUMO = 0.641 eV
frontier orbital gap = 6.989 eV

The geometry in XYZ format:
```
26
C8H13N3O2 | the Open Molecules 2025 dataset | the ωB97M-V functional and the def2-TZVPD basis
C -1.328 2.319 -2.066
C -2.552 2.235 -1.521
C -1.205 0.904 -0.422
C -1.250 1.362 2.682
C 0.609 -1.444 1.656
C 0.738 -1.322 -0.852
C 1.423 0.608 0.481
C -0.796 0.003 0.602
N -0.487 1.458 -1.417
N -2.481 1.353 -0.514
N 0.554 -0.577 0.409
O -0.235 1.217 3.259
O -2.282 1.734 2.267
H -0.804 2.764 -2.845
H -3.323 2.848 -1.835
H 0.686 -0.746 2.410
H -0.147 -2.128 1.624
H 1.563 -1.883 1.637
H 0.673 -0.556 -1.574
H 1.562 -2.066 -0.973
H -0.100 -2.034 -1.208
H 1.033 1.193 -0.242
H 1.446 1.087 1.398
H 2.368 0.311 0.358
H -1.569 -0.599 0.813
H -3.191 1.210 0.137
```

Atomic partial charges in e from the natural (NBO) method, atoms 1 to 6: -0.10, -0.14, 0.34, 1.05, -0.37, -0.46

***

2.
Below is C3H3BrFNO as an isolated structure, with properties calculated with the ωB97M-V functional and the def2-TZVPD basis.

Output
LUMO (alpha / beta) = -0.661 / -3.861 eV
frontier orbital gap (alpha / beta) = 9.810 / 4.859 eV

The geometry in XYZ format:
```
10
C3H3BrFNO | the Open Molecules 2025 dataset | the ωB97M-V functional and the def2-TZVPD basis
C -0.427 1.586 -0.329
C 0.970 0.899 1.181
C 0.673 2.186 0.542
N -0.084 0.383 0.218
O -1.081 1.924 -1.229
F 0.860 3.380 1.036
Br 3.731 -0.137 -0.289
H 2.025 0.607 0.940
H 0.500 0.827 2.208
H -0.708 -0.408 0.170
```

Atomic partial charges in e from the natural (NBO) method, atoms 1 to 6: 0.58, -0.30, 0.37, -0.62, -0.53, -0.27

***

3.
Below is a 2-piece molecular cluster, C3H10S2 overall, with properties calculated with the ωB97M-V functional and the def2-TZVPD basis.

Output
SMILES string = CSC.CS
LUMO = 0.841 eV
frontier orbital gap = 9.222 eV

The geometry in XYZ format:
```
15
C3H10S2 | the Open Molecules 2025 dataset | the ωB97M-V functional and the def2-TZVPD basis
C -0.782 -1.499 -0.572
S 0.017 -0.566 -1.947
C 1.651 -1.359 -1.916
H -0.176 -1.308 0.314
H -0.777 -2.587 -0.676
H -1.829 -1.233 -0.502
H 1.816 -2.041 -1.072
H 1.594 -2.142 -2.679
H 2.525 -0.752 -2.120
C -0.840 2.664 2.189
S 0.447 1.802 1.111
H -1.706 2.000 2.234
H -1.219 3.419 1.513
H -0.380 2.820 3.149
H -0.341 0.782 0.973
```

Atomic partial charges in e from the natural (NBO) method, atoms 1 to 6: -0.74, 0.18, -0.76, 0.21, 0.21, 0.23

***

ΔE to the lowest compared entry with this formula, charge and spin
In order: 293.2; 276.6; 108.8
Unit: kJ/mol